No. 1
Molecular formula: C13H51NNbO9
Method: DFT, the ωB97M-V functional and the def2-TZVPD basis

Summary:
HOMO-LUMO gap, eV: 6.1
Total energy, Eh: -1314.4364
Net charge: -1
E_LUMO, eV: 1.893
Maximum force, Eh/bohr: 0.036

Last column: Mulliken charge in e.
Cartesian coordinates (Å):
1 C 1.5177 1.7760 -2.6719  -1.505
2 C 1.0779 0.3951 -2.1844  0.312
3 C 0.7021 -0.5671 -3.3242  -0.078
4 C 1.0784 -2.0026 -2.9689  -1.317
5 Nb -1.5339 -0.5744 -3.7260  -0.836
6 N -2.2530 -1.1164 -1.8641  -0.669
7 H 2.3900 2.1297 -2.1164  0.386
8 H 0.7282 2.5043 -2.5046  0.414
9 H 1.7247 1.7816 -3.7429  0.416
10 H 0.2294 0.5366 -1.5109  -0.128
11 H 1.8791 -0.0691 -1.5907  0.222
12 H 1.2917 -0.2560 -4.1919  0.423
13 H 0.9381 -2.6851 -3.8077  0.499
14 H 0.4683 -2.3785 -2.1431  0.299
15 H 2.1270 -2.0429 -2.6522  0.127
16 H -1.7439 -2.3193 -4.3614  -0.026
17 H -3.1769 0.0027 -4.3302  0.011
18 H -1.4218 1.2519 -3.3470  0.047
19 H -1.1654 -0.1839 -5.4850  0.049
20 H -2.7368 -0.4067 -1.3230  0.170
21 H -2.7842 -1.9765 -1.7954  0.115
22 C -0.6783 2.3711 0.6911  -0.509
23 O -0.7720 3.1211 -0.5102  -0.497
24 H 0.3620 2.4085 1.0127  0.327
25 H -1.3133 2.7808 1.4823  0.241
26 H -0.9649 1.3317 0.5213  0.113
27 H -1.6819 3.0499 -0.8105  0.283
28 C -3.2905 0.1207 2.5247  -0.121
29 O -3.4149 0.9187 1.3475  -0.498
30 H -2.2530 0.1669 2.8433  -0.043
31 H -3.9216 0.5002 3.3336  0.241
32 H -3.5499 -0.9150 2.3086  0.152
33 H -4.3280 0.8738 1.0562  0.242
34 C 4.4220 -0.2238 -3.6521  -0.325
35 O 4.1290 0.2719 -4.9516  -0.575
36 H 5.4941 -0.1111 -3.4962  0.353
37 H 3.8922 0.3371 -2.8793  0.066
38 H 4.1623 -1.2813 -3.5589  0.161
39 H 3.1791 0.1761 -5.0794  0.403
40 C 2.9406 5.1379 -4.0868  -0.360
41 O 3.0603 6.2328 -3.1773  -0.537
42 H 3.7145 5.2658 -4.8396  0.278
43 H 3.0846 4.1822 -3.5808  0.090
44 H 1.9649 5.1321 -4.5771  0.242
45 H 2.3802 6.1222 -2.5089  0.299
46 C -0.3768 0.2998 5.2489  -0.457
47 O -0.7232 -0.8699 4.5144  -0.483
48 H -1.0814 1.0778 4.9681  0.115
49 H -0.4549 0.1370 6.3280  0.267
50 H 0.6377 0.6318 5.0096  0.282
51 H -0.1093 -1.5669 4.7541  0.269
52 C -3.8229 2.8293 6.1956  -0.615
53 O -3.2274 1.6153 5.7666  -0.372
54 H -3.2954 3.6300 5.6830  0.226
55 H -4.8814 2.8872 5.9280  0.265
56 H -3.7236 2.9810 7.2744  0.269
57 H -3.6746 0.8846 6.1987  0.247
58 C -5.2963 -3.0965 0.5016  -0.307
59 O -5.3623 -2.3548 1.7153  -0.456
60 H -4.4065 -2.7532 -0.0201  -0.011
61 H -5.2038 -4.1704 0.6830  0.273
62 H -6.1644 -2.9171 -0.1371  0.272
63 H -6.1390 -2.6292 2.2060  0.255
64 C 2.9105 -4.4903 -0.3392  -0.678
65 O 2.8091 -3.0950 -0.1514  -0.388
66 H 3.0771 -4.6516 -1.4027  0.251
67 H 3.7489 -4.9250 0.2179  0.278
68 H 1.9946 -5.0164 -0.0512  0.298
69 H 2.6656 -2.9327 0.7859  0.224
70 C 4.0078 -1.8480 3.4121  -0.550
71 O 3.6205 -3.1630 3.0322  -0.477
72 H 3.2884 -1.1693 2.9604  0.203
73 H 3.9849 -1.7122 4.4970  0.283
74 H 5.0033 -1.5912 3.0432  0.293
75 H 4.2405 -3.7908 3.4069  0.267

Forces on the atoms, in the same order (eV/Å):
-0.22 0.22 0.18
-0.05 -0.12 -0.03
-0.09 1.01 -0.34
-0.33 -0.12 -0.08
0.49 -0.70 1.61
-0.32 -0.05 -0.83
0.12 0.02 -0.11
-0.09 0.06 -0.05
0.21 -0.03 0.00
0.09 -0.12 0.18
0.03 0.04 0.05
-0.02 -0.09 -0.16
0.01 -0.05 -0.06
0.07 -0.05 0.08
-0.01 -0.10 0.08
-0.23 -0.09 -0.37
0.56 0.42 -0.03
-0.16 0.04 -0.38
-0.19 -0.23 -0.08
0.10 0.01 0.19
0.03 -0.06 0.18
0.08 -0.10 -0.08
-0.07 0.22 0.24
0.02 0.00 -0.02
0.01 0.00 0.01
0.04 -0.03 0.10
0.02 -0.09 -0.25
0.01 -0.02 -0.21
-0.05 0.14 0.07
0.02 0.02 -0.02
0.03 -0.01 0.02
0.02 -0.03 0.13
-0.06 -0.08 -0.06
-0.03 0.02 -0.07
0.04 -0.05 0.05
0.02 0.01 -0.03
-0.01 -0.02 0.02
0.01 -0.01 0.04
-0.04 0.04 -0.02
-0.03 0.08 0.13
0.00 -0.04 -0.09
0.02 -0.02 -0.01
0.02 -0.04 -0.05
0.00 -0.03 -0.04
-0.03 0.00 0.07
0.09 -0.06 -0.15
-0.04 0.10 0.14
0.03 -0.06 0.02
-0.01 0.03 0.02
0.02 0.02 0.02
0.05 -0.09 -0.06
0.01 0.01 -0.04
-0.10 0.15 0.12
-0.01 0.04 0.01
0.00 -0.01 -0.02
0.02 -0.01 0.01
-0.02 -0.11 -0.02
0.05 0.05 0.00
-0.04 -0.02 -0.05
0.01 -0.01 -0.03
0.02 0.00 0.02
-0.01 0.03 0.00
-0.08 -0.05 0.01
-0.01 -0.01 -0.05
0.04 0.01 0.12
0.00 -0.04 -0.01
0.01 0.03 -0.01
-0.02 0.02 -0.02
0.06 -0.01 0.07
-0.02 0.00 -0.03
-0.12 0.09 -0.01
0.00 0.04 0.01
-0.02 -0.02 0.00
0.01 -0.01 -0.03
0.07 -0.06 0.00


No. 2
Molecular formula: C13H52F2NO17S2
Method: DFT, the ωB97M-V functional and the def2-TZVPD basis

Summary:
HOMO-LUMO gap, eV: 9.6
Total energy, Eh: -2856.3239
Net charge: -1
E_LUMO, eV: 2.341
Maximum force, Eh/bohr: 0.085
Energy relative to the best compared isomer or geometry (same formula, charge and spin), kcal per mole: 0.0

Last column: Mulliken charge in e.
Cartesian coordinates (Å):
1 N 12.3229 -23.9057 10.0649  -0.183
2 S 13.3043 -23.1400 9.0810  0.691
3 O 14.6950 -23.2630 9.3592  -0.047
4 O 12.8672 -21.8795 8.5993  -0.549
5 F 13.0771 -24.0037 7.7541  -0.341
6 S 12.6343 -22.9761 11.4419  0.616
7 O 12.2678 -21.6155 11.3912  -0.631
8 O 13.7885 -23.3500 12.1732  -0.637
9 F 11.4475 -23.6323 12.2482  -0.184
10 C 15.2585 -24.9901 5.3922  -0.130
11 O 15.6928 -24.0968 4.3515  -0.546
12 H 15.6639 -24.6515 6.3429  -0.024
13 H 14.1800 -24.8428 5.4968  0.102
14 H 15.5580 -26.0081 5.1510  0.305
15 H 15.1028 -24.2121 3.6032  0.292
16 C 12.8122 -26.5856 13.9472  -0.443
17 O 13.7166 -27.4209 13.2386  -0.585
18 H 12.9336 -26.7778 15.0121  0.344
19 H 13.0552 -25.5336 13.7592  0.022
20 H 11.7774 -26.7916 13.6578  0.268
21 H 13.4983 -27.3269 12.3001  0.356
22 C 9.3986 -22.0092 9.0914  -0.333
23 O 9.5013 -23.2149 9.8459  -0.407
24 H 8.3473 -21.7344 9.1120  0.398
25 H 9.9669 -21.2045 9.5705  0.358
26 H 9.8048 -22.1360 8.0881  -0.308
27 H 10.4361 -23.4398 9.9231  0.260
28 C 10.1427 -23.6938 5.7500  -0.361
29 O 9.2910 -24.5670 6.4688  -0.545
30 H 9.6257 -22.7526 5.5442  0.215
31 H 11.0518 -23.4653 6.3139  -0.021
32 H 10.4424 -24.1442 4.7973  0.292
33 H 9.7805 -24.9159 7.2286  0.503
34 C 11.4712 -23.3725 15.4037  -0.093
35 O 10.7535 -22.5220 16.3016  -0.572
36 H 12.3158 -22.8590 14.9525  0.151
37 H 11.8738 -24.2309 15.9523  0.276
38 H 10.8003 -23.7151 14.6165  -0.064
39 H 9.8754 -22.8829 16.4430  0.305
40 C 15.8328 -19.9076 8.7694  -0.123
41 O 16.5034 -19.2419 9.8435  -0.498
42 H 16.5474 -20.1722 7.9821  0.291
43 H 15.4109 -20.8363 9.1391  -0.220
44 H 15.0194 -19.3065 8.3572  0.271
45 H 16.8117 -18.4005 9.4981  0.260
46 C 8.0648 -23.9614 12.9655  -0.559
47 O 7.5419 -24.0301 11.6585  -0.586
48 H 8.3685 -24.9526 13.3179  0.248
49 H 8.8783 -23.2312 13.0273  0.123
50 H 7.3053 -23.5834 13.6596  0.372
51 H 8.2494 -23.7800 11.0425  0.478
52 C 16.4028 -25.8141 11.6512  -0.088
53 O 17.6691 -25.3259 12.0760  -0.628
54 H 16.1839 -25.4617 10.6318  0.017
55 H 16.3405 -26.9003 11.5985  0.327
56 H 15.6070 -25.4103 12.2774  -0.031
57 H 17.5118 -24.5687 12.6557  0.414
58 C 18.0246 -23.6732 9.0187  -0.226
59 O 18.4798 -24.5689 8.0027  -0.519
60 H 18.5330 -23.8539 9.9664  0.321
61 H 18.0812 -22.6277 8.6918  0.329
62 H 16.9605 -23.8329 9.1690  -0.259
63 H 19.4121 -24.3868 7.8647  0.282
64 C 9.8691 -26.6296 9.2959  -0.658
65 O 10.7836 -25.8940 8.4874  -0.603
66 H 9.7532 -26.1811 10.2848  0.199
67 H 8.9126 -26.6844 8.7810  0.324
68 H 10.2255 -27.6510 9.4739  0.236
69 H 11.3367 -25.3691 9.0735  0.619
70 C 16.8041 -21.6941 11.9061  -0.439
71 O 16.5134 -22.7577 12.7895  -0.603
72 H 16.9704 -22.0574 10.8904  -0.021
73 H 16.0167 -20.9321 11.9348  0.264
74 H 17.6682 -21.0798 12.1734  0.439
75 H 15.5942 -23.0161 12.6355  0.545
76 C 13.8700 -27.2389 9.3268  -0.728
77 O 13.3082 -26.6872 10.5106  -0.185
78 H 13.1785 -27.8884 8.7866  0.248
79 H 14.1830 -26.4406 8.6481  0.170
80 H 14.7657 -27.7836 9.6229  0.338
81 H 12.9093 -25.8343 10.3055  0.090
82 C 10.6608 -19.5531 6.5029  -0.295
83 O 11.3773 -18.3982 6.9511  -0.543
84 H 11.0335 -19.8325 5.5158  0.283
85 H 10.8890 -20.3816 7.1803  0.007
86 H 9.5875 -19.3904 6.5240  0.288
87 H 12.2430 -18.3942 6.5372  0.282

Forces on the atoms, in the same order (eV/Å):
1.20 1.84 1.57
0.99 0.27 -4.24
0.07 -0.42 0.59
-0.59 0.79 0.50
-0.06 -0.75 0.74
-2.18 -1.59 1.73
0.10 0.59 -0.72
0.52 -0.38 -0.16
0.02 -0.28 -0.01
-0.50 0.98 -0.40
0.31 -0.03 0.23
0.45 -0.11 -0.14
-0.06 -0.65 0.05
-0.17 -0.14 0.26
0.00 -0.03 0.02
0.41 -0.03 -0.30
-0.30 -0.14 0.24
-0.02 -0.06 0.02
-0.21 0.05 0.06
-0.07 0.12 0.09
0.21 0.11 -0.09
0.28 0.12 0.59
-0.13 0.04 -0.06
-0.02 0.00 -0.38
-0.01 -0.04 0.02
-0.35 -0.08 -0.13
0.00 -0.03 -0.06
0.10 -0.15 0.16
-0.08 0.20 -0.11
-0.04 -0.03 -0.02
-0.02 0.04 -0.05
-0.02 0.04 -0.01
0.08 -0.10 -0.01
-0.47 -0.43 0.38
0.38 0.34 -0.07
-0.14 0.37 0.10
-0.04 -0.07 -0.14
0.19 -0.12 -0.11
0.07 -0.10 -0.09
0.26 -0.11 -0.02
-0.18 -0.06 -0.17
-0.11 0.08 -0.08
-0.01 0.04 0.20
0.01 0.02 0.00
0.05 0.03 0.09
-0.19 0.36 0.12
-0.13 0.00 0.10
0.26 0.09 0.05
0.22 -0.29 0.01
-0.16 -0.16 -0.16
-0.01 0.01 -0.14
-0.28 0.84 -0.60
0.14 -0.56 0.12
0.07 0.04 0.07
0.30 -0.05 0.47
-0.09 -0.35 0.10
-0.13 0.10 -0.27
-0.35 0.08 -0.19
-0.08 0.13 0.06
0.03 0.16 0.02
0.38 -0.01 0.12
0.02 -0.33 -0.01
0.02 -0.06 -0.04
0.20 -0.32 0.28
-0.13 -0.15 -0.04
-0.22 0.19 -0.13
-0.06 0.13 0.07
0.09 0.05 -0.19
-0.02 0.07 -0.07
-0.35 0.82 -0.33
0.39 0.02 0.43
-0.18 0.11 -0.07
-0.26 -0.32 -0.36
0.31 -0.72 0.47
0.14 0.10 -0.05
0.33 0.38 -0.05
-0.22 -0.29 -0.01
-0.08 -0.05 0.15
0.01 -0.05 -0.02
-0.06 -0.15 -0.08
0.11 0.08 0.13
1.15 -0.35 0.41
-0.51 0.30 -0.05
-0.47 -0.09 -0.16
-0.10 -0.06 -0.09
0.01 0.33 -0.17
-0.03 -0.12 0.06


No. 3
Molecular formula: C13H52N26O13
Method: DFT, the ωB97M-V functional and the def2-TZVPD basis

Summary:
HOMO-LUMO gap, eV: 9.3
Total energy, Eh: -2928.5528
Net charge: 0
E_LUMO, eV: -0.232
Maximum force, Eh/bohr: 0.153
Energy relative to the best compared isomer or geometry (same formula, charge and spin), kcal per mole: 263.4

Last column: Mulliken charge in e.
Cartesian coordinates (Å):
1 C -3.5922 -5.0906 6.0122  0.646
2 O -2.5719 -4.6000 5.5334  -0.651
3 N -4.1226 -4.8526 7.2005  -0.375
4 N -4.2386 -6.0720 5.4383  -0.378
5 H -4.0824 -3.8973 7.5262  0.232
6 H -4.8835 -5.4600 7.4691  0.168
7 H -5.1276 -6.3245 5.8459  0.146
8 H -3.8485 -6.6007 4.6712  0.212
9 C -2.0431 7.6872 0.6991  0.630
10 O -0.9632 7.4324 0.2336  -0.630
11 N -2.6168 8.8662 0.6934  -0.381
12 N -2.8138 6.7859 1.3691  -0.398
13 H -3.5053 9.1522 1.0793  0.169
14 H -2.0914 9.5880 0.2211  0.216
15 H -2.3536 5.8942 1.4842  0.219
16 H -3.6845 7.0703 1.7947  0.174
17 C -0.3025 -0.4478 0.4629  0.669
18 O -0.5945 0.0836 1.4879  -0.652
19 N -0.1391 0.0740 -0.7429  -0.389
20 N 0.0856 -1.6881 0.5229  -0.401
21 H 0.1995 -0.5869 -1.4276  0.166
22 H 0.0690 1.0441 -0.9315  0.236
23 H 0.4599 -2.1601 -0.2878  0.153
24 H -0.1018 -2.1409 1.4060  0.221
25 C 5.8845 1.4003 -1.7860  0.658
26 O 5.1830 2.2783 -2.3132  -0.696
27 N 7.1756 1.4500 -1.8881  -0.411
28 N 5.5153 0.3616 -1.2073  -0.297
29 H 7.5932 2.2682 -2.3077  0.216
30 H 7.8004 0.8524 -1.3660  0.158
31 H 4.5406 0.2086 -0.9917  0.213
32 H 6.2754 -0.1732 -0.8118  0.155
33 C -6.9833 -1.9888 -3.6096  0.653
34 O -7.4137 -2.8537 -4.3833  -0.671
35 N -7.7484 -1.1454 -2.9192  -0.411
36 N -5.7516 -1.8472 -3.2688  -0.369
37 H -8.7072 -1.1989 -3.2320  0.219
38 H -7.4784 -0.3782 -2.3203  0.181
39 H -5.5045 -1.0657 -2.6786  0.177
40 H -5.1488 -2.6369 -3.4510  0.222
41 C -1.5507 1.4325 9.0904  0.655
42 O -2.4414 0.7493 9.5569  -0.663
43 N -1.0411 2.5516 9.5474  -0.429
44 N -1.0106 1.0958 7.9908  -0.387
45 H -0.2666 3.0204 9.0996  0.207
46 H -1.4618 2.6748 10.4573  0.238
47 H -1.0619 0.1304 7.6984  0.195
48 H -0.6607 1.7697 7.3249  0.184
49 C 5.5090 -3.0036 4.0344  0.645
50 O 5.5221 -4.0696 3.4060  -0.662
51 N 4.6280 -2.3996 4.7643  -0.325
52 N 6.5653 -2.1822 3.8906  -0.429
53 H 3.9377 -2.9360 5.2702  0.242
54 H 5.0047 -1.4909 4.9930  0.158
55 H 7.2183 -2.4222 3.1583  0.212
56 H 6.6035 -1.4057 4.5353  0.160
57 C 3.6842 5.2542 -8.1857  0.644
58 O 4.8316 4.9716 -7.9803  -0.615
59 N 2.7676 5.2595 -7.2112  -0.398
60 N 3.0888 5.4611 -9.3747  -0.396
61 H 3.1234 5.1365 -6.2740  0.217
62 H 1.7864 5.4129 -7.3951  0.155
63 H 2.1206 5.7422 -9.4356  0.176
64 H 3.6129 5.1464 -10.1787  0.218
65 C -2.9138 0.3960 -9.6267  0.641
66 O -3.8116 0.6387 -10.4571  -0.668
67 N -3.1495 -0.0751 -8.4154  -0.381
68 N -1.6891 0.6830 -9.7673  -0.351
69 H -2.4105 -0.1841 -7.7357  0.159
70 H -3.9754 -0.5896 -8.1448  0.211
71 H -1.4001 1.3108 -10.5038  0.215
72 H -0.9752 0.2385 -9.2080  0.172
73 C 2.7432 -2.3442 -6.6923  0.645
74 O 1.9775 -2.0995 -5.7723  -0.665
75 N 2.8339 -3.4753 -7.3799  -0.429
76 N 3.5604 -1.5166 -7.1805  -0.375
77 H 3.2252 -3.5705 -8.3061  0.197
78 H 2.2646 -4.2062 -6.9777  0.221
79 H 3.5722 -0.5638 -6.8457  0.220
80 H 4.3360 -1.7555 -7.7817  0.185
81 C -7.3815 0.9616 3.2528  0.653
82 O -7.1541 1.4030 2.1270  -0.663
83 N -8.5760 0.7701 3.7415  -0.393
84 N -6.5351 0.5841 4.1474  -0.350
85 H -9.3730 0.8732 3.1297  0.204
86 H -8.7628 0.7289 4.7333  0.167
87 H -5.5510 0.6273 3.9245  0.216
88 H -6.8721 0.4182 5.0850  0.166
89 C 3.2945 -9.7178 0.8826  0.622
90 O 2.9316 -10.8655 0.7764  -0.648
91 N 2.5089 -8.6632 0.8396  -0.384
92 N 4.5063 -9.4274 1.1944  -0.417
93 H 1.6368 -8.8016 0.3493  0.220
94 H 2.7965 -7.7385 1.1263  0.163
95 H 4.6641 -8.5380 1.6463  0.192
96 H 4.9737 -10.2977 1.4048  0.252
97 C 3.2851 4.8865 4.8286  0.635
98 O 3.2919 4.8421 6.0702  -0.662
99 N 3.3194 3.8963 3.9385  -0.391
100 N 3.3099 6.0572 4.2105  -0.436
101 H 3.3953 3.9477 2.9327  0.206
102 H 3.0165 3.0495 4.3981  0.222
103 H 2.9576 6.0425 3.2641  0.198
104 H 3.2518 6.8877 4.7822  0.229

Forces on the atoms, in the same order (eV/Å):
3.04 0.45 -1.23
-0.53 0.46 0.42
-0.78 1.62 2.50
-1.90 -2.78 -1.92
-0.04 -0.32 0.34
0.12 0.71 0.37
0.28 -0.42 -0.68
-0.17 0.31 0.19
-0.79 -1.73 1.36
1.12 -0.21 -0.66
-0.44 4.10 -1.01
0.35 -1.01 -0.06
0.31 -0.53 -0.05
-0.21 -0.04 0.10
-0.70 0.01 0.31
0.39 -0.60 0.01
1.07 0.82 0.73
-1.54 2.55 2.04
0.07 1.17 -2.99
0.77 -4.27 -0.17
-0.07 0.58 -0.19
-0.32 -0.20 0.41
-0.19 -0.35 0.59
0.23 -0.27 -0.43
-1.27 5.96 -3.89
-0.29 -0.53 0.57
5.42 1.16 -0.62
-2.91 -5.90 3.74
-0.21 -0.20 0.10
-0.14 0.22 -0.20
0.39 -0.18 0.06
-1.03 -0.54 0.26
-2.46 -1.74 -1.08
0.20 0.80 0.57
-3.33 1.10 0.02
4.73 -0.12 0.44
0.00 0.43 0.35
0.14 -0.38 -0.28
0.47 -0.64 -0.07
0.27 0.56 0.07
-1.93 -0.68 1.00
-0.63 -0.15 1.86
-0.72 1.83 2.43
2.96 -2.40 -6.30
-0.22 -0.06 0.79
0.75 1.37 0.10
-0.39 0.39 -0.18
0.19 -0.31 0.25
2.74 -2.57 -3.54
-1.14 0.34 1.09
-2.77 0.59 1.97
1.46 0.79 -0.32
0.00 0.58 0.05
-1.58 -0.16 0.96
0.14 0.43 0.54
1.14 -0.02 -0.76
-1.16 -0.70 0.30
1.62 -0.04 -0.34
-0.91 0.28 2.04
0.39 0.26 -1.96
-0.40 0.10 -0.13
0.39 -0.07 0.38
0.46 -0.23 -0.26
-0.39 0.39 -0.03
-5.97 0.27 -1.49
1.06 -0.38 0.75
-1.12 -2.03 3.49
6.41 1.70 -1.62
-0.05 0.15 -0.30
-0.09 0.34 -0.64
-0.09 -0.41 0.03
-0.14 0.33 -0.20
-2.53 -1.44 1.40
-0.38 -0.44 0.38
-1.21 -3.69 0.07
4.56 6.09 -1.96
-0.23 0.08 0.44
0.16 -0.23 -0.61
-0.05 -0.23 0.11
-0.36 -0.12 0.20
-0.19 1.37 -3.11
0.21 -0.48 0.28
-5.27 -0.10 0.45
4.48 -0.83 2.41
0.21 0.25 0.23
-0.01 -0.12 -0.43
-0.16 0.09 0.44
0.74 -0.19 -0.30
-1.98 -1.23 0.45
-0.90 -1.44 -1.04
-2.89 2.05 -0.83
4.40 0.44 0.90
0.03 0.35 0.41
-0.15 -0.29 -0.40
0.73 -0.49 0.03
0.78 0.64 0.49
0.48 1.60 2.18
-0.17 -1.21 -1.37
-0.40 -3.11 0.72
-0.08 2.32 -1.19
-0.14 0.21 0.48
0.26 -0.40 -0.77
0.11 0.73 0.23
-0.11 -0.16 -0.32


maximum force of number 1 (C13H51NNbO9)? 0.036 Eh/bohr


The highest E_LUMO belongs to which entry? C13H52F2NO17S2


Among the records above, which one has the highest HOMO-LUMO gap? C13H52F2NO17S2


Look up the maximum force of the first one. 0.036 Eh/bohr